(1)
Density functional theory data (ωB97M-V/def2-TZVPD) for the ion C6H14NO with charge +1.

Output
Energy above the lowest of the compared OMol25 structures with the same formula, charge and spin ... 1.833 eV
Energy ... -366.69989 Ha
Total charge ... +1
Structure (SMILES) ... CC(C)(C)[C@H](O)C=[NH2+]
Frontier orbital gap ... 9.488 eV

Each line ends with the Mulliken charge.
CARTESIAN COORDINATES (ANGSTROEM)
1 C 1.800 1.039 -0.478  -2.304
2 C 0.759 -0.115 0.050  1.911
3 C 0.724 -0.096 1.561  -1.751
4 C 1.220 -1.399 -0.568  -1.814
5 C -0.731 0.234 -0.499  -0.060
6 O -1.074 1.466 -0.044  -0.642
7 C -1.900 -0.687 -0.218  -0.179
8 N -2.939 -0.062 0.193  -0.165
9 H 1.632 1.918 0.001  0.647
10 H 2.757 0.770 -0.272  0.594
11 H 1.696 1.155 -1.488  0.524
12 H 1.648 0.451 1.950  0.357
13 H -0.072 0.439 1.977  0.387
14 H 0.726 -1.039 1.964  0.450
15 H 0.370 -2.087 -0.516  0.432
16 H 1.935 -1.861 0.078  0.460
17 H 1.492 -1.363 -1.573  0.440
18 H -0.544 0.130 -1.634  0.418
19 H -0.736 2.213 -0.626  0.388
20 H -1.933 -1.629 -0.667  0.432
21 H -2.969 0.916 0.371  0.211
22 H -3.862 -0.393 0.436  0.263

***

(2)
Density functional theory data (ωB97M-V/def2-TZVPD) for a structure of composition C21H36As3N4O2RhSSbSe4.

Output
Energy above the lowest of the compared OMol25 structures with the same formula, charge and spin ... 0.204 eV
Spin multiplicity ... 5
Energy ... -18253.44037 Ha
Total charge ... -1
Frontier orbital gap (alpha / beta) ... 6.287 / 4.912 eV
Expectation value of S² ... 6.027

Each line ends with the Mulliken charge.
CARTESIAN COORDINATES (ANGSTROEM)
1 Rh -0.531 -0.956 -0.143  0.567
2 Se -2.382 -2.311 0.666  -0.510
3 Sb -2.856 -3.917 -1.353  0.108
4 Se -0.533 -2.928 -2.151  -0.116
5 Se -0.734 -2.879 -4.416  -0.368
6 Se -2.390 -6.131 -0.582  -0.653
7 C -1.924 0.902 3.154  -1.308
8 As -0.942 1.044 1.468  1.630
9 C 0.749 1.850 2.050  -1.616
10 C -1.852 2.712 0.869  -2.660
11 C -1.640 3.219 -0.570  3.390
12 C -0.145 3.348 -0.865  -1.647
13 C -2.348 2.264 -1.548  -1.624
14 As -1.490 0.557 -1.991  1.296
15 C -0.343 1.026 -3.494  -1.175
16 C -3.030 -0.194 -2.911  -1.118
17 C -2.342 4.593 -0.641  -1.999
18 As -2.256 5.878 -2.155  0.303
19 C -0.441 6.590 -1.892  -1.133
20 C -1.863 4.830 -3.775  -1.047
21 H -1.312 1.279 3.973  0.345
22 H -2.153 -0.148 3.316  0.263
23 H -2.848 1.475 3.102  0.470
24 H 0.635 2.919 2.232  0.510
25 H 1.514 1.679 1.294  0.335
26 H 1.063 1.349 2.964  0.470
27 H -1.544 3.483 1.583  0.538
28 H -2.924 2.554 1.021  0.475
29 H 0.364 2.389 -0.738  -0.014
30 H 0.325 4.062 -0.184  0.433
31 H 0.034 3.684 -1.885  0.110
32 H -2.550 2.747 -2.503  0.256
33 H -3.319 1.990 -1.124  0.416
34 H -0.879 1.638 -4.222  0.361
35 H -0.017 0.100 -3.966  0.374
36 H 0.533 1.560 -3.129  0.335
37 H -3.499 0.553 -3.555  0.422
38 H -3.738 -0.532 -2.155  0.308
39 H -2.726 -1.051 -3.508  0.237
40 H -1.993 5.212 0.193  0.581
41 H -3.410 4.438 -0.466  0.435
42 H -0.354 6.969 -0.874  0.321
43 H -0.304 7.425 -2.579  0.389
44 H 0.341 5.854 -2.066  0.305
45 H -2.754 4.298 -4.106  0.314
46 H -1.043 4.125 -3.653  0.186
47 H -1.595 5.548 -4.551  0.449
48 N 3.665 -7.538 0.724  -0.621
49 C 3.407 -6.165 0.606  1.233
50 C 2.160 -5.720 0.166  -1.189
51 C 1.928 -4.367 0.012  -0.349
52 C 2.922 -3.443 0.295  -0.222
53 C 4.158 -3.875 0.745  -0.333
54 C 4.403 -5.230 0.887  -0.728
55 S 2.591 -1.713 0.150  1.383
56 O 2.173 -1.427 -1.205  -0.724
57 O 3.745 -1.003 0.643  -0.846
58 N 1.267 -1.433 1.039  0.334
59 C 1.299 -1.654 2.382  -0.240
60 N 2.328 -2.338 2.920  -0.445
61 C 2.278 -2.585 4.215  -0.289
62 C 1.226 -2.189 5.024  -0.901
63 C 0.220 -1.489 4.380  -0.102
64 N 0.246 -1.206 3.090  0.114
65 H 2.830 -8.091 0.843  0.241
66 H 4.350 -7.763 1.428  0.220
67 H 1.360 -6.422 -0.039  0.319
68 H 0.948 -4.045 -0.299  0.276
69 H 4.912 -3.141 0.996  0.505
70 H 5.374 -5.572 1.229  0.276
71 H 3.118 -3.140 4.625  0.413
72 H 1.191 -2.412 6.080  0.386
73 H -0.652 -1.135 4.927  0.344

***

(3)
Density functional theory data (ωB97M-V/def2-TZVPD) for a cluster of 2 separate species, C6H10N2 in total.

Output
Energy above the lowest of the compared OMol25 structures with the same formula, charge and spin ... 2.403 eV
Energy ... -344.04839 Ha
Structure (SMILES) ... c1ccncc1.CN
Frontier orbital gap ... 10.178 eV

Each line ends with the Mulliken charge.
CARTESIAN COORDINATES (ANGSTROEM)
1 C 1.744 0.769 -1.054  -0.315
2 C 0.648 0.002 -1.562  -0.242
3 C -0.062 -0.882 -0.779  0.077
4 N 0.225 -1.167 0.447  -0.614
5 C 1.309 -0.665 0.952  -0.111
6 C 2.003 0.457 0.283  -0.343
7 H 2.268 1.481 -1.708  0.386
8 H 0.366 0.073 -2.658  0.291
9 H -1.092 -1.382 -1.124  0.257
10 H 1.791 -0.983 1.901  0.332
11 H 3.002 0.712 0.804  0.251
12 C -2.206 1.243 0.841  -0.705
13 N -2.455 -0.172 0.404  -0.594
14 H -2.945 2.014 0.436  0.314
15 H -1.934 1.313 1.962  0.253
16 H -1.291 1.509 0.380  0.216
17 H -1.705 -0.596 1.110  0.286
18 H -3.462 -0.311 0.844  0.260

***

(4)
Density functional theory data (ωB97M-V/def2-TZVPD) for a structure of composition C3H3NO2.

Output
Energy above the lowest of the compared OMol25 structures with the same formula, charge and spin ... 6.856 eV
Energy ... -321.12570 Ha
Frontier orbital gap ... 10.060 eV

Each line ends with the Mulliken charge.
CARTESIAN COORDINATES (ANGSTROEM)
1 C -0.230 0.929 0.208  0.454
2 C 1.206 0.264 0.064  -0.438
3 C 2.272 -0.307 -0.140  0.127
4 H -1.129 -1.967 0.239  0.373
5 H -2.012 0.783 -0.162  0.336
6 H 3.140 -0.923 0.043  0.390
7 N -1.307 0.163 0.486  -0.286
8 O -1.533 -1.024 -0.418  -0.434
9 O -0.406 2.082 -0.320  -0.524

***

(5)
Density functional theory data (ωB97M-V/def2-TZVPD) for the ion C5H10N with charge +1.

Output
Energy above the lowest of the compared OMol25 structures with the same formula, charge and spin ... 3.283 eV
Energy ... -250.88465 Ha
Total charge ... +1
Structure (SMILES) ... CCC1([NH3+])C=C1
Frontier orbital gap ... 11.208 eV

Each line ends with the Mulliken charge.
CARTESIAN COORDINATES (ANGSTROEM)
1 C -1.020 1.314 1.239  -1.164
2 C 0.415 0.918 0.572  -0.876
3 C 0.174 -0.322 -0.393  0.180
4 N 1.475 -0.993 -0.826  -0.375
5 C -1.020 -1.300 -0.367  -0.473
6 C -0.940 -0.419 -1.328  -0.372
7 H -1.752 1.612 0.523  0.362
8 H -0.798 2.074 2.061  0.339
9 H -1.224 0.310 1.647  0.311
10 H 1.036 0.506 1.385  0.500
11 H 0.706 1.756 0.114  0.523
12 H 1.581 -1.851 -0.258  0.385
13 H 2.281 -0.314 -0.371  0.451
14 H 1.709 -1.126 -1.933  0.398
15 H -1.413 -2.173 0.217  0.389
16 H -1.212 0.011 -2.281  0.421

***

(6)
Density functional theory data (ωB97M-V/def2-TZVPD) for an isolated molecule of C5H8O3.

Output
Energy above the lowest of the compared OMol25 structures with the same formula, charge and spin ... 1.690 eV
Energy ... -420.99397 Ha
Structure (SMILES) ... CC(=O)C(O)C(C)=O
Frontier orbital gap ... 10.042 eV

Each line ends with the Mulliken charge.
CARTESIAN COORDINATES (ANGSTROEM)
1 C 1.891 -1.219 -0.647  -1.172
2 C 0.450 -0.957 -0.366  0.803
3 O -0.132 -1.487 0.600  -0.612
4 C -0.146 0.315 -0.829  -0.160
5 O 0.694 1.202 -1.494  -0.544
6 C -0.583 0.751 0.811  0.782
7 C -2.015 0.486 1.139  -1.242
8 O 0.155 1.517 1.363  -0.567
9 H 2.129 -0.960 -1.677  0.345
10 H 2.503 -0.589 0.003  0.244
11 H 2.117 -2.259 -0.421  0.379
12 H -1.108 0.186 -1.319  0.388
13 H 1.130 1.744 -0.818  0.354
14 H -2.157 0.594 2.214  0.338
15 H -2.277 -0.522 0.828  0.341
16 H -2.651 1.198 0.614  0.323

***

(7)
Density functional theory data (ωB97M-V/def2-TZVPD) for an isolated molecule of C9H14OS.

Output
Energy above the lowest of the compared OMol25 structures with the same formula, charge and spin ... 5.237 eV
Energy ... -824.55960 Ha
Frontier orbital gap (alpha / beta) ... 7.198 / 7.189 eV

Each line ends with the Mulliken charge.
CARTESIAN COORDINATES (ANGSTROEM)
1 C 1.687 -0.832 1.540  -0.792
2 C 1.441 0.547 1.474  1.024
3 C 0.548 0.915 0.542  0.038
4 C -0.303 -0.507 -0.109  0.031
5 C 2.477 1.516 2.056  -1.236
6 C 0.182 2.212 0.014  -1.143
7 C -1.008 -1.965 -1.963  -1.264
8 C -2.849 -0.427 -0.897  -1.387
9 C -1.296 -0.623 -1.155  0.584
10 O 0.821 -2.963 0.230  -0.622
11 S 0.422 -1.744 0.897  0.397
12 H 2.458 -1.279 2.179  0.325
13 H 2.032 2.306 2.565  0.348
14 H 3.069 1.842 1.137  0.318
15 H 3.182 0.858 2.819  0.309
16 H 1.147 2.875 -0.012  0.336
17 H -0.459 2.765 0.808  0.245
18 H -0.304 2.167 -1.040  0.265
19 H -0.157 -1.792 -2.653  0.338
20 H -1.787 -2.168 -2.771  0.324
21 H -0.790 -2.788 -1.280  0.373
22 H -3.336 -0.628 -1.838  0.364
23 H -2.963 0.562 -0.614  0.394
24 H -3.141 -1.013 -0.085  0.373
25 H -1.075 0.162 -1.844  0.057

***

(8)
Density functional theory data (ωB97M-V/def2-TZVPD) for a structure of composition C5H7N.

Output
Energy above the lowest of the compared OMol25 structures with the same formula, charge and spin ... 3.965 eV
Energy ... -249.32751 Ha
Frontier orbital gap ... 9.979 eV

Each line ends with the Mulliken charge.
CARTESIAN COORDINATES (ANGSTROEM)
1 C 0.258 0.791 -1.528  -0.248
2 C -1.070 -1.001 0.427  -0.710
3 C 0.492 1.029 0.724  -0.541
4 C 0.043 -0.999 -0.626  -0.315
5 C 0.328 -0.502 0.728  -0.040
6 N 0.374 1.599 -0.614  -0.416
7 H 0.216 1.152 -2.513  0.410
8 H -1.870 -0.321 0.177  0.218
9 H -1.540 -1.914 0.862  0.259
10 H -0.386 1.588 1.341  0.254
11 H 1.443 1.261 1.115  0.338
12 H 0.648 -1.522 -1.302  0.440
13 H 1.064 -1.160 1.210  0.351